# C20H23NO5S

C20H23NO5S as an isolated structure (ωB97M-V/def2-TZVPD, OMol25).

Max |F| in eV/Å: 6.96
HOMO energy in eV: -7.99
Net charge: 0
Multiplicity: 1
Total energy in Ha: -1604.9646
Molecular weight in g/mol: 389.5

CARTESIAN COORDINATES (ANGSTROEM)
O -0.49182 0.44187 -0.40413
O -0.07561 -2.93549 -0.00253
O -0.86684 4.41693 -3.66953
O -2.51492 2.97643 -4.89472
O -0.63429 -1.32253 1.54927
C -1.52314 -0.19801 -0.48999
C 0.21513 -2.20296 0.94088
C 2.67516 0.28297 5.80051
C 3.67444 0.70612 1.01336
C 1.81479 -0.69789 5.47783
C 2.95363 -0.51005 0.81503
C 3.37380 0.94572 4.71256
C 3.83269 1.20044 2.31929
C 1.58105 -0.96107 4.19484
C 2.25620 -1.12186 1.89073
C 3.20939 0.54785 3.39571
C 2.24484 -0.46880 3.16254
N -2.33735 0.06361 -1.61606
C -1.87278 -1.08453 0.74830
C 1.50072 -2.38857 1.68404
C -3.21757 -1.88409 -2.83467
C -3.50809 -0.75458 -1.88333
C -0.49229 0.66836 -3.28583
C -1.90213 0.95068 -2.72907
C -0.30614 1.87250 -4.27510
C -2.12653 2.41160 -2.29423
S -1.44026 3.06140 -3.83128
H 2.75744 0.78364 6.72910
H 4.02894 1.31052 0.22857
H 1.22940 -1.12077 6.29102
H 2.89418 -0.95825 -0.18744
H 3.95510 1.81169 4.92826
H 4.53141 2.11293 2.47042
H 0.62350 -1.53882 4.07978
H -2.64953 -0.60869 1.35915
H -2.35403 -2.05394 0.39087
H 2.09796 -3.10566 1.09459
H 1.39592 -2.93324 2.60847
H -2.80677 -1.54009 -3.79340
H -2.41026 -2.56063 -2.41808
H -4.15835 -2.54834 -2.85016
H -4.35088 -0.30008 -2.34243
H -3.85952 -1.24723 -0.95432
H -0.41858 -0.34876 -3.68247
H 0.38474 0.80998 -2.53746
H -2.48923 0.73800 -3.68750
H -0.45643 1.58468 -5.36560
H 0.70659 2.32062 -4.25046
H -1.49488 2.67974 -1.36349
H -3.17883 2.69664 -2.24183